[1]
Below is a single C12H14F3NO molecule in a non-equilibrium geometry, with properties calculated with ωB97M-V/def2-TZVPD.

Structure (XYZ):
```
31
Properties=species:S:1:pos:R:3:forces:R:3
C -3.4441 0.6902 -2.4742 -0.7 -0.3 0.1
C -2.8472 -0.0690 -1.2948 -0.4 -0.5 0.0
N -1.4346 0.3439 -1.0716 -0.4 1.5 2.3
O -0.6259 -0.2483 -1.8020 1.5 -1.2 -1.5
C -1.0510 1.2328 -0.1624 -0.4 0.3 -0.4
C -2.0519 1.9067 0.7730 0.1 -1.0 -0.6
C 0.4396 1.5414 0.0735 -0.6 -0.6 -0.8
C 0.8049 0.7817 1.3317 0.1 -0.1 -0.1
C 1.0260 1.4344 2.5432 0.5 -0.7 -0.1
C 1.4102 0.6697 3.6466 -0.1 0.5 0.8
C 1.4629 -0.7221 3.5938 0.3 -0.4 0.1
C 1.1832 -1.3835 2.3813 -0.2 1.2 0.4
C 1.1615 -2.8828 2.2768 0.5 1.0 0.8
F -0.0900 -3.2781 1.9570 0.9 -0.6 0.0
F 2.0459 -3.2382 1.3027 -0.9 -0.7 0.9
F 1.5095 -3.4695 3.4900 -0.4 0.2 -1.9
C 0.8597 -0.6189 1.2474 0.3 0.1 0.6
H -2.9197 0.5152 -3.4203 -0.1 -0.2 0.3
H -3.4297 1.7623 -2.2845 0.0 0.1 0.0
H -4.5107 0.3694 -2.5473 0.8 0.3 -0.2
H -3.4583 0.0721 -0.3978 0.3 0.2 -0.1
H -2.8553 -1.1719 -1.4815 0.4 1.0 0.1
H -1.6295 2.7827 1.2694 0.0 -0.2 -0.1
H -2.3572 1.1655 1.5195 0.0 0.3 0.2
H -2.9484 2.1844 0.2229 0.0 0.3 0.1
H 1.0640 1.2142 -0.7869 -0.6 0.0 0.6
H 0.6105 2.6214 0.1757 -0.3 -0.2 0.2
H 0.9746 2.5220 2.5999 0.0 -0.3 0.0
H 1.6520 1.1909 4.5980 -0.2 -0.5 -0.7
H 1.7620 -1.2838 4.5055 -0.3 0.4 -0.9
H 0.6647 -1.0708 0.2747 0.0 -0.1 0.2
```
Positions in Å, forces in eV/Å.

Output
- LUMO energy: 0.68 eV
- HOMO-LUMO gap: 8.81 eV
- Highest occupied orbital energy: -8.126 eV
- Molecular weight: 245.2 g mol⁻¹

[2]
Below is C12H14F5FeIN2OTe as an isolated structure in a non-equilibrium geometry, with properties calculated with ωB97M-V/def2-TZVPD.

Structure (XYZ):
```
37
Properties=species:S:1:pos:R:3:forces:R:3
C 0.4187 -1.7557 0.8881 0.0 -1.7 0.6
C -1.8867 -0.3469 0.5826 -1.3 -0.3 1.7
H 0.4679 -2.5615 0.1122 -0.2 0.9 0.5
H -0.3332 -2.0414 1.6747 0.9 0.4 -1.1
H 1.4180 -1.6553 1.3945 -0.9 0.3 -0.5
H -2.5647 0.3974 0.1136 0.6 -0.5 -0.3
H -2.2151 -1.3811 0.3633 0.2 0.8 -0.1
H -2.0167 -0.1759 1.6994 0.4 -0.3 -1.7
C 2.9991 -0.4373 -0.7484 0.0 0.5 -0.2
C 4.2170 -0.1985 -1.4124 -0.5 0.1 0.1
C 4.3579 0.9684 -2.1722 -0.6 -0.2 0.3
C 3.2791 1.8521 -2.2490 -0.6 -0.1 0.4
H 2.8278 -1.3518 -0.1592 0.2 0.6 -0.4
H 5.0230 -0.9288 -1.3249 -0.3 0.3 -0.1
H 5.2790 1.1934 -2.7036 -0.1 -0.1 0.1
H 3.3222 2.7731 -2.8340 0.2 -0.5 0.2
N 1.9608 0.4239 -0.8058 1.2 0.4 -0.6
C 2.0869 1.5649 -1.5562 1.3 -1.3 0.3
C 0.9047 2.4191 -1.6066 -1.6 0.8 0.3
N -0.1978 1.9449 -0.9428 0.1 1.4 -0.7
C -1.3386 2.6690 -0.9804 0.5 0.1 -0.1
C -0.3022 4.4066 -2.3050 -0.1 -0.6 0.3
C -1.4308 3.9053 -1.6435 0.3 -0.4 0.1
H -2.2001 2.2322 -0.4525 0.5 0.4 -0.3
H -2.3767 4.4496 -1.6283 0.4 -0.2 0.0
C 0.8716 3.6520 -2.2878 0.1 -0.6 0.4
H 1.7873 3.9896 -2.7774 -0.5 0.1 0.1
H -0.3256 5.3599 -2.8268 -0.1 -0.2 0.1
Fe 0.0126 0.0343 -0.0181 -0.4 -0.7 1.1
I -0.5754 -1.1396 -2.3424 0.0 0.0 -0.6
F -1.7044 1.2038 3.7543 0.4 -0.3 0.1
Te -0.1789 0.1052 3.6907 -0.7 -1.0 1.2
F 0.8388 1.4201 4.5360 -0.2 -0.3 0.0
F -0.6603 -0.4989 5.4350 0.6 0.8 -0.8
F 1.2516 -1.1140 3.8148 -0.4 0.3 0.1
F -1.3657 -1.3779 3.3176 0.8 0.9 -0.2
O 0.3031 0.6795 2.0470 0.0 0.1 -0.2
```
Positions in Å, forces in eV/Å.

Output
- LUMO energy (alpha / beta): -1.54 / -1.80 eV
- HOMO-LUMO gap (alpha / beta): 6.56 / 6.80 eV
- Spin multiplicity: 5
- Highest occupied orbital energy (alpha / beta): -8.095 / -8.600 eV
- Molecular weight: 607.6 g mol⁻¹

[3]
Below is C12H14FHfIN2 as an isolated structure in a non-equilibrium geometry, with properties calculated with ωB97M-V/def2-TZVPD.

Structure (XYZ):
```
31
Properties=species:S:1:pos:R:3:forces:R:3
C -0.3164 -0.4542 3.5602 0.6 -1.4 3.3
C -3.0583 0.5047 0.7302 -3.8 -0.7 -0.7
H 0.3892 -1.2619 3.7717 -0.2 0.1 -0.2
H -1.2179 -0.7901 4.1242 -0.2 0.2 -0.8
H 0.0493 0.4321 4.1168 0.0 0.2 -1.1
H -3.4090 0.0360 -0.1922 0.3 0.0 0.2
H -3.7202 0.1187 1.5271 0.4 -0.1 0.2
H -3.2543 1.5826 0.6734 1.2 0.1 0.2
C 1.9350 -1.0191 1.5281 0.1 0.1 -0.3
C 3.1871 -1.4360 1.0894 -0.3 0.1 0.1
C 3.4869 -1.3268 -0.2671 -0.1 0.0 0.2
C 2.5203 -0.8041 -1.1187 -0.7 0.3 0.0
H 1.6533 -1.1104 2.5690 0.4 0.0 -0.3
H 3.8893 -1.8244 1.8261 -0.1 0.1 -0.3
H 4.4551 -1.6384 -0.6581 -0.2 0.1 0.1
H 2.7171 -0.6774 -2.1852 0.1 -0.1 0.5
N 0.9913 -0.4798 0.7220 0.1 -0.2 -0.6
C 1.2745 -0.3849 -0.6179 0.7 -0.2 0.6
C 0.2629 0.2592 -1.4769 -0.7 0.5 -1.1
N -0.8121 0.8140 -0.8542 1.0 -0.2 0.4
C -1.6550 1.5676 -1.5882 0.0 -0.5 -0.5
C -0.5224 1.0293 -3.6436 -0.2 -0.1 0.3
C -1.5861 1.6431 -2.9810 0.3 0.1 0.5
H -2.4495 2.0927 -1.0629 0.3 -0.2 -0.2
H -2.3609 2.1906 -3.5044 0.2 0.0 0.0
C 0.4194 0.3493 -2.8812 0.1 -0.1 1.0
H 1.2871 -0.1096 -3.3462 -0.3 0.1 0.0
H -0.4256 1.0812 -4.7284 0.0 0.0 0.3
Hf -1.0762 0.1399 1.5823 1.9 2.8 -1.4
I -1.7979 -2.5141 1.2001 -0.3 0.0 0.2
F -0.8559 1.9900 2.0858 -0.3 -1.1 -0.2
```
Positions in Å, forces in eV/Å.

Output
- LUMO energy (alpha / beta): -12.54 / -12.55 eV
- Charge: +2
- ΔE to the lowest compared entry with this formula, charge and spin: 485.0 kJ/mol
- HOMO-LUMO gap (alpha / beta): 3.38 / 3.36 eV
- Highest occupied orbital energy (alpha / beta): -15.920 / -15.915 eV
- Molecular weight: 510.7 g mol⁻¹

[4]
Below is C12H14FeN5O3S as an isolated structure, with properties calculated with ωB97M-V/def2-TZVPD.

Structure (XYZ):
```
36
Properties=species:S:1:pos:R:3:forces:R:3
Fe 0.4911 1.6834 0.2777 0.2 0.0 0.1
N 0.9994 0.5469 4.4224 0.0 0.0 0.0
C 1.0295 0.7016 3.0719 0.0 0.0 0.0
S 0.8756 2.3517 2.4940 0.0 0.0 -0.1
N 1.2162 -0.3645 2.3553 0.0 0.0 0.0
N 1.2949 -0.0845 1.0098 0.0 0.0 0.0
C 1.8919 -0.9376 0.2664 0.0 0.0 0.0
C 2.1492 -0.7421 -1.1450 0.0 0.0 0.0
C 2.5605 -1.8566 -1.8889 0.0 0.0 0.0
C 2.8191 -1.7685 -3.2406 0.0 0.0 0.0
C 2.7046 -0.5257 -3.8670 0.0 0.0 0.0
C 2.3375 0.5936 -3.1518 0.0 0.0 0.0
C 2.0397 0.5147 -1.7840 0.0 0.0 0.0
O 1.6858 1.6212 -1.1468 0.0 0.0 0.0
H 0.6143 1.2890 4.9771 0.0 0.0 0.0
H 0.9330 -0.3947 4.7712 0.0 0.0 0.0
H 2.2505 -1.8535 0.7339 0.0 0.0 0.0
H 2.6705 -2.8062 -1.3756 0.0 0.0 0.0
H 3.1282 -2.6412 -3.7996 0.0 0.0 0.0
H 2.9130 -0.4341 -4.9255 0.0 0.0 0.0
H 2.2513 1.5610 -3.6281 0.0 0.0 0.0
C -3.3431 -1.6387 -1.8624 0.0 0.0 0.1
C -2.1367 -0.7921 -1.5999 0.1 0.0 0.0
N -0.9333 -1.1419 -1.8296 0.0 0.2 0.0
O -0.8058 -2.4357 -2.2958 0.0 0.0 0.0
C -2.2960 0.5914 -1.0799 0.0 0.1 0.0
C -3.5841 1.3348 -1.2334 0.0 0.0 0.0
N -1.2808 1.1337 -0.5313 -0.1 0.0 0.1
O -1.2663 2.4276 -0.1445 0.0 -0.1 -0.1
H -3.0860 -2.4721 -2.5082 0.0 0.0 0.0
H -4.1338 -1.0518 -2.3276 0.0 0.0 0.0
H -3.7351 -2.0413 -0.9250 0.0 0.0 0.0
H 0.1337 -2.4747 -2.5238 0.0 0.0 0.0
H -3.7521 1.6119 -2.2771 0.0 0.0 0.0
H -3.5502 2.2424 -0.6374 0.0 0.0 0.0
H -4.4244 0.7189 -0.9142 0.0 0.0 0.0
```
Positions in Å, forces in eV/Å.

Output
- LUMO energy (alpha / beta): 0.20 / -1.04 eV
- ΔE to the lowest compared entry with this formula, charge and spin: 0.0 kJ/mol
- HOMO-LUMO gap (alpha / beta): 8.21 / 7.18 eV
- Spin multiplicity: 6
- Highest occupied orbital energy (alpha / beta): -8.011 / -8.218 eV
- Molecular weight: 364.2 g mol⁻¹

[5]
Below is a single C12H14N2O molecule in a non-equilibrium geometry, with properties calculated with ωB97M-V/def2-TZVPD.

Structure (XYZ):
```
29
Properties=species:S:1:pos:R:3:forces:R:3
C 1.3979 -2.1682 2.1458 1.2 1.2 0.8
O 0.8652 -2.0649 0.8518 0.5 0.2 -0.8
C 1.4654 -1.1044 -0.0142 -1.6 -1.8 1.2
C 2.7562 -1.2102 -0.4314 0.9 -0.4 0.8
C 3.2387 -0.2543 -1.2994 -0.1 1.4 -2.1
C 2.4272 0.7290 -1.9370 0.6 -1.9 1.5
C 1.0911 0.8056 -1.5017 1.4 -0.6 0.7
C 0.0946 1.7794 -1.6124 -1.7 1.9 -0.7
C -0.9600 1.4648 -0.8090 0.7 -2.0 1.0
N -0.6737 0.2232 -0.1944 2.5 1.4 -1.2
C 0.6351 -0.1319 -0.5297 -0.8 1.2 -0.7
C -1.4318 -0.5344 0.6964 -2.2 -1.3 1.0
C -2.8891 -0.0431 0.6318 -0.2 -0.9 -0.4
N -2.7856 1.3913 0.7204 -1.2 0.0 0.4
C -2.2993 2.0232 -0.4828 0.1 1.3 0.2
H 0.9437 -2.9787 2.7219 0.0 0.0 -0.5
H 1.2390 -1.2259 2.7004 -0.4 -0.2 0.0
H 2.5078 -2.2376 2.1750 -0.5 -0.5 -0.3
H 3.4129 -2.0052 -0.0311 -0.5 0.6 -0.3
H 4.2788 -0.2769 -1.5983 0.0 -0.2 0.0
H 2.8831 1.2905 -2.7306 -0.2 0.6 0.0
H 0.0757 2.7018 -2.1949 0.4 -0.4 0.0
H -1.3534 -1.5678 0.3775 -0.2 -0.2 0.1
H -1.0823 -0.5171 1.7502 -0.1 0.4 -0.5
H -3.4898 -0.4093 -0.2763 1.1 0.4 0.7
H -3.4618 -0.4438 1.4761 0.3 0.2 0.1
H -3.6848 1.7764 0.9901 0.2 0.2 -0.1
H -2.8956 1.8828 -1.3886 -0.6 0.0 0.0
H -2.3054 3.1055 -0.2059 0.4 -0.6 -0.8
```
Positions in Å, forces in eV/Å.

Output
- LUMO energy: 0.86 eV
- ΔE to the lowest compared entry with this formula, charge and spin: 217.3 kJ/mol
- HOMO-LUMO gap: 8.39 eV
- Highest occupied orbital energy: -7.530 eV
- Molecular weight: 202.3 g mol⁻¹

[6]
Below is a single C12H14N2O molecule in a non-equilibrium geometry, with properties calculated with ωB97M-V/def2-TZVPD.

Structure (XYZ):
```
29
Properties=species:S:1:pos:R:3:forces:R:3
C 0.3505 -0.0582 2.3645 -0.6 -1.8 2.2
C 0.6941 0.3570 1.0161 -0.5 -0.8 -0.4
N 1.7773 0.8695 0.6283 2.0 0.9 -0.3
C 1.7353 0.9832 -0.8026 0.6 0.5 -0.4
C 1.6457 2.4640 -1.2350 0.0 -1.0 -2.1
C 2.9019 0.2164 -1.4747 -1.2 -1.6 1.6
N 0.4592 0.4403 -1.2339 -3.0 -0.9 2.7
O 0.0429 0.6643 -2.3999 0.0 -1.2 0.7
C -0.1836 0.0082 -0.0471 1.2 0.6 -3.4
C -1.4302 -0.6807 0.1529 -2.6 0.6 -1.1
C -1.8987 -1.7256 -0.6912 2.7 -0.8 0.3
C -3.0980 -2.3294 -0.4699 -0.8 0.9 1.1
C -4.0180 -1.7513 0.3996 -1.1 -0.7 0.1
C -3.6729 -0.6322 1.1392 -1.6 0.1 1.0
C -2.4035 -0.1468 1.0648 0.8 1.4 0.2
H 1.0324 0.2571 3.1334 0.7 0.4 0.0
H 0.3920 -1.2296 2.4405 -0.5 2.1 -0.3
H -0.6422 0.3275 2.7077 0.8 -0.7 -0.5
H 0.7904 2.9284 -0.7520 0.0 0.1 -0.1
H 1.5564 2.5104 -2.3965 0.0 -0.1 2.2
H 2.5593 2.9135 -0.9547 0.9 0.8 0.4
H 3.7090 0.7821 -1.2314 2.6 2.2 0.2
H 2.7765 0.1957 -2.5482 -0.1 -0.5 -0.1
H 3.2662 -0.7213 -0.9021 -1.6 0.8 -1.3
H -1.2306 -2.3635 -1.3580 -0.4 1.6 0.8
H -3.1964 -3.2879 -0.8891 -0.9 -0.9 -0.7
H -5.0160 -2.1898 0.5329 0.5 0.1 -0.1
H -4.3859 -0.0996 1.8769 1.0 -1.2 -1.5
H -2.3550 0.7496 1.7545 1.1 -1.0 -1.3
```
Positions in Å, forces in eV/Å.

Output
- LUMO energy (alpha / beta): -0.11 / -0.11 eV
- ΔE to the lowest compared entry with this formula, charge and spin: 436.5 kJ/mol
- HOMO-LUMO gap (alpha / beta): 7.94 / 7.94 eV
- Highest occupied orbital energy (alpha / beta): -8.042 / -8.050 eV
- Molecular weight: 202.3 g mol⁻¹